Record 1
C16H20N4O4 in the gas phase in a non-equilibrium geometry. Source: the OMol25 dataset; level of theory: ωB97M-V with the def2-TZVPD basis set.

Atoms and positions in Å:
C: 2.843 0.538 0.863
C: 1.400 0.243 1.195
C: 3.571 -0.812 0.808
C: 3.554 -1.625 -0.497
C: 2.199 -2.344 -0.911
C: 0.425 1.144 -0.867
C: 0.371 2.643 -0.620
C: -0.845 0.925 -1.711
C: -2.049 0.826 -0.879
C: -2.777 1.968 -0.397
C: -2.697 -0.324 -0.338
C: -3.689 0.039 0.546
C: -2.402 -1.749 -0.481
C: -4.452 -0.719 1.299
C: -3.229 -2.585 0.266
C: -4.328 -2.100 1.086
H: 3.255 2.366 1.687
H: 3.052 1.091 2.717
H: 2.807 1.119 -0.058
H: 4.697 -0.727 0.911
H: 3.404 -1.273 1.820
H: 3.776 -0.971 -1.338
H: 4.244 -2.364 -0.528
H: 0.749 -1.888 -2.306
H: 2.156 -0.882 -2.336
H: -0.429 0.290 0.858
H: 1.314 1.069 -1.433
H: -0.905 1.717 -2.430
H: -0.688 -0.005 -2.216
H: -2.590 3.042 -0.703
H: -4.390 1.939 0.957
H: -1.629 -2.073 -1.186
H: -5.064 -0.394 2.155
H: -3.079 -3.642 0.289
H: -4.893 -2.884 1.566
H: 0.869 4.024 0.573
N: 3.509 1.420 1.866
N: 1.665 -1.764 -2.067
N: 0.387 0.374 0.301
N: -3.684 1.512 0.488
O: 1.167 -0.398 2.252
O: 1.614 -3.247 -0.378
O: -0.266 3.446 -1.269
O: 1.055 3.035 0.449

## Properties
* energy relative to the best compared isomer or geometry (same formula, charge and spin): 3.303 eV
* molecular weight: 332.36 g mol⁻¹
* SMILES: NC(=O)CC[C@H](N)C(=O)N[C@@H](Cc1c[nH]c2ccccc12)C(=O)O
* LUMO level: 0.293 eV
* E_tot: -31066.3168 eV
* highest occupied orbital energy: -7.727 eV

Record 2
C16H20N4O6S in the gas phase. Source: the OMol25 dataset; level of theory: ωB97M-V with the def2-TZVPD basis set.

Atoms and positions in Å:
C: 2.877 3.369 0.547
C: 1.443 2.959 0.479
C: 0.400 3.861 0.661
C: -0.925 3.462 0.600
C: -1.279 2.142 0.348
C: -0.254 1.239 0.162
C: 1.095 1.635 0.227
C: 1.896 0.457 0.000
N: 3.185 0.397 -0.015
N: 3.798 -0.758 -0.234
C: 5.162 -0.826 -0.252
N: 5.815 0.327 -0.040
H: 6.818 0.329 -0.029
H: 5.283 1.164 0.137
S: 5.906 -2.268 -0.527
C: 0.943 -0.662 -0.207
N: -0.315 -0.127 -0.111
C: -1.502 -0.918 -0.234
O: -2.343 -0.296 -1.174
C: -3.579 -0.962 -1.374
C: -4.351 -1.048 -0.041
O: -4.547 0.221 0.518
H: -4.936 0.790 -0.166
C: -3.496 -1.880 0.929
O: -4.167 -2.106 2.133
H: -3.526 -2.029 2.852
C: -2.180 -1.120 1.138
O: -1.330 -1.774 2.042
H: -0.970 -2.573 1.635
H: -2.408 -0.151 1.592
H: -3.278 -2.854 0.449
H: -5.312 -1.560 -0.203
C: -4.329 -0.149 -2.440
O: -4.489 1.194 -2.060
H: -3.605 1.552 -1.901
H: -3.777 -0.217 -3.386
H: -5.331 -0.559 -2.582
H: -3.404 -1.980 -1.756
H: -1.177 -1.908 -0.612
O: 1.189 -1.840 -0.413
H: 3.266 -1.617 -0.392
H: -2.313 1.842 0.308
H: -1.706 4.193 0.751
H: 0.631 4.898 0.858
H: 3.378 2.823 1.345
H: 3.377 3.121 -0.387
H: 2.969 4.436 0.732

## Properties
* energy relative to the best compared isomer or geometry (same formula, charge and spin): 0.634 eV
* molecular weight: 396.42 g mol⁻¹
* SMILES: Cc1cccc2c1/C(=N/NC(N)=S)C(=O)N2[C@@H]1O[C@H](CO)[C@H](O)[C@H](O)[C@H]1O
* LUMO level: -0.819 eV
* E_tot: -45997.5928 eV
* highest occupied orbital energy: -8.248 eV

Record 3
A molecular structure, C16H21As3FeO6S in a non-equilibrium geometry. Source: the OMol25 dataset; level of theory: ωB97M-V with the def2-TZVPD basis set.

Atoms and positions in Å:
Fe: 0.374 0.714 0.636
C: -1.106 3.821 -1.767
As: -0.880 1.993 -0.970
C: -0.319 1.122 -2.640
C: -2.720 1.222 -1.035
C: -3.764 1.847 -1.709
C: -5.008 1.247 -1.811
C: -5.227 0.010 -1.228
C: -4.198 -0.622 -0.551
C: -2.946 -0.028 -0.440
As: -1.454 -0.889 0.573
C: -1.349 -2.675 -0.253
C: -2.395 -1.462 2.211
H: -1.428 3.776 -2.807
H: -0.117 4.283 -1.735
H: -1.790 4.446 -1.190
H: -1.015 1.348 -3.454
H: -0.286 0.044 -2.478
H: 0.683 1.448 -2.919
H: -3.593 2.809 -2.175
H: -5.803 1.741 -2.351
H: -6.192 -0.468 -1.312
H: -4.368 -1.597 -0.104
H: -2.281 -3.236 -0.150
H: -0.549 -3.208 0.265
H: -1.071 -2.587 -1.301
H: -3.275 -2.069 1.991
H: -2.679 -0.588 2.794
H: -1.683 -2.044 2.799
O: 1.712 1.980 2.114
As: 2.030 0.312 2.734
O: 2.425 0.511 4.285
O: 0.578 -0.430 2.466
C: 3.484 -0.573 1.745
C: 4.350 -1.271 2.584
C: 5.394 -2.022 2.066
C: 5.594 -2.058 0.694
C: 4.729 -1.369 -0.141
C: 3.673 -0.639 0.378
S: 2.481 -0.015 -0.810
O: 3.021 -0.197 -2.125
O: 2.152 1.387 -0.495
O: 1.275 -0.842 -0.554
H: 2.075 2.623 2.726
H: 4.163 -1.212 3.653
H: 6.042 -2.578 2.730
H: 6.415 -2.619 0.274
H: 4.848 -1.384 -1.214

## Properties
* expectation value of S²: 6.014
* molecular weight: 622.02 g mol⁻¹
* LUMO level (spin up / spin down): 0.355 / -0.495 eV
* E_tot: -256955.4066 eV
* multiplicity: 5
* highest occupied orbital energy (spin up / spin down): -8.274 / -9.373 eV

Q: What is the formula in the second record?
A: C16H20N4O6S